1.
{
  "formula": "C5H6LiO5",
  "method": "ωB97M-V/def2-TZVPD",
  "s2": 0.96,
  "e_tot_ha": -577.714169,
  "orbital_gap_ev": [6.829, 4.198],
  "lumo_ev": [-1.69, -4.43],
  "spin_multiplicity": 2,
  "largest_force_ev_per_a": 7.458,
  "elements": ["H", "O", "C", "C", "H", "H", "C", "C", "O", "C", "O", "O", "Li", "O", "H", "H", "H"],
  "xyz": [[-3.53, 0.21, 1.75], [-1.84, -1.40, -0.55], [-3.49, -0.54, 0.97], [-2.31, -0.88, 0.44], [-4.40, -0.83, 0.45], [0.71, 1.09, 2.20], [0.69, 0.47, 1.28], [1.58, 1.09, 0.20], [1.37, 0.45, -1.00], [2.24, -0.44, -2.32], [3.42, -0.26, -2.39], [1.33, -1.13, -2.73], [-0.11, -0.88, -1.27], [-0.61, 0.31, 0.84], [1.06, -0.53, 1.59], [2.64, 1.12, 0.50], [1.26, 2.13, 0.03]]
}

2.
{
  "formula": "C2H6NP",
  "method": "ωB97M-V/def2-TZVPD",
  "e_tot_ha": -475.826929,
  "orbital_gap_ev": 9.525,
  "lumo_ev": 0.80,
  "largest_force_ev_per_a": 4.058,
  "elements": ["C", "N", "P", "C", "H", "H", "H", "H", "H", "H"],
  "xyz": [[2.25, -0.33, -0.12], [1.45, 0.56, 0.26], [-0.20, 1.01, -0.01], [-1.80, -0.14, -0.21], [3.17, -0.38, 0.29], [1.91, -0.96, -0.87], [-0.44, 1.08, 1.35], [-1.93, -0.24, -1.21], [-1.80, -1.11, 0.45], [-2.61, 0.52, 0.07]]
}

3.
{
  "formula": "C11H15MnN2O11P2Si",
  "method": "ωB97M-V/def2-TZVPD",
  "s2": 6.38,
  "e_tot_ha": -3488.914816,
  "total_charge": -2,
  "orbital_gap_ev": [7.538, 6.459],
  "lumo_ev": [4.27, 4.28],
  "spin_multiplicity": 5,
  "largest_force_ev_per_a": 1.159,
  "elements": ["Mn", "O", "C", "C", "C", "C", "C", "C", "C", "O", "N", "O", "O", "H", "H", "H", "H", "O", "P", "O", "O", "O", "P", "O", "O", "O", "H", "H", "C", "Si", "C", "C", "H", "H", "H", "H", "H", "H", "H", "H", "H", "N", "C"],
  "xyz": [[-0.40, 1.50, 0.13], [2.14, 1.42, -0.04], [2.88, 0.50, 0.23], [2.61, -0.91, -0.03], [3.61, -1.81, 0.28], [3.47, -3.16, 0.00], [2.29, -3.64, -0.60], [1.29, -2.78, -0.91], [1.37, -1.35, -0.65], [0.43, -0.59, -0.94], [4.54, -4.07, 0.32], [5.54, -3.64, 0.89], [4.36, -5.27, 0.12], [3.86, 0.70, 0.71], [4.53, -1.46, 0.74], [2.21, -4.70, -0.80], [0.37, -3.14, -1.37], [0.22, 2.37, -1.92], [0.32, 3.87, -1.19], [1.43, 4.64, -1.76], [0.26, 3.53, 0.29], [-1.13, 4.43, -1.58], [-2.46, 3.90, -0.77], [-2.31, 4.68, 0.63], [-3.67, 4.34, -1.47], [-2.21, 2.42, -0.50], [1.11, 2.07, -2.13], [-1.46, 4.41, 1.01], [-3.59, 0.36, 1.44], [-2.14, -0.25, 0.44], [-1.65, -1.87, 1.24], [-2.77, -0.62, -1.29], [-4.39, -0.39, 1.39], [-3.96, 1.31, 1.05], [-3.32, 0.50, 2.49], [-2.51, -2.55, 1.19], [-1.39, -1.71, 2.29], [-0.80, -2.34, 0.75], [-3.60, -1.34, -1.22], [-1.98, -1.04, -1.91], [-3.14, 0.30, -1.75], [0.12, 0.53, 3.14], [-0.09, 0.86, 2.05]]
}